Computed, not measured: a molecular structure, C10H40O10, with the ωB97M-V functional and the def2-TZVPD basis.

Cartesian coordinates (Å):
C 1.85181 1.13729 -0.91395
O 1.79225 2.24091 -1.73998
H 2.60247 1.22363 -0.12836
H 0.96441 0.86462 -0.34274
H 2.14150 0.22549 -1.43626
H 2.67728 2.39473 -2.07858
C -1.06408 2.45793 0.68014
O -0.99351 1.44442 1.52561
H -1.37994 2.04691 -0.27871
H -1.44059 3.38153 1.11981
H -0.01594 2.58359 0.40867
H -0.37039 0.81777 1.15059
C 1.27436 -2.01990 -2.27410
O 2.36777 -1.35436 -1.51649
H 1.67005 -2.71435 -3.01523
H 0.60474 -2.50959 -1.56705
H 0.66562 -1.25948 -2.76328
H 2.37467 -1.59277 -0.58659
C 2.21959 0.63644 2.31483
O 2.30286 -0.06106 1.11097
H 1.23406 0.75795 2.76435
H 2.71528 0.01948 3.06433
H 2.59947 1.65718 2.27146
H 1.42189 -0.32303 0.83376
C -0.36836 1.95190 -3.34747
O -0.28598 1.91174 -1.97411
H -0.09396 0.99140 -3.78364
H -1.35391 2.29835 -3.65855
H 0.21680 2.74467 -3.81353
H 0.61584 1.96143 -1.64877
C -2.69667 0.20082 -1.98978
O -3.10610 -0.72529 -1.03486
H -3.18427 0.12999 -2.96206
H -2.83768 1.25965 -1.77273
H -1.61214 0.10100 -2.03365
H -3.29737 -0.33375 -0.17946
C -3.02799 -0.12856 1.49884
O -2.56943 0.93105 0.61822
H -2.78000 -1.11002 1.09471
H -2.59342 -0.15707 2.49806
H -4.09774 -0.00850 1.67013
H -1.71502 1.20682 0.95813
C -0.36633 -0.23128 -0.24265
O 0.31126 0.03889 0.94021
H -0.46863 0.57104 -0.97335
H -0.11185 -1.16470 -0.74472
H -1.32737 -0.37088 0.25234
H -0.01088 -0.47103 1.68708
C -1.12547 -1.88856 2.74122
O 0.04445 -1.32273 2.08552
H -1.19928 -1.28296 3.64449
H -1.91926 -1.83466 1.99617
H -0.97348 -2.93134 3.01980
H 0.61493 -1.23281 2.85237
C 1.99834 -2.49368 0.66903
O 2.98935 -1.64206 0.17777
H 1.90140 -3.41283 0.09122
H 2.19094 -2.74527 1.71196
H 1.02037 -2.01427 0.62595
H 3.00356 -0.85204 0.72299

As for the total energy: -1156.187650 Ha. The calculation puts the orbital gap at 7.62 eV. The value obtained for the HOMO energy is -7.901 eV. The value obtained for the LUMO energy is -0.2833 eV. Its relative energy (zero: lowest compared OMol25 entry of this formula, charge and spin) is 3056.68 kJ/mol.